Entry 1:
Formula: C3H7O2
Source: the Open Molecules 2025 dataset
Level of theory: ωB97M-V/def2-TZVPD

```
12
Properties=species:S:1:pos:R:3:forces:R:3
C 1.493 1.020 -0.551 -1.11 -1.83 -0.37
O 2.547 1.495 -0.867 0.62 0.27 -0.39
H 1.064 0.025 -1.076 0.79 1.87 1.14
H 0.860 1.463 0.243 -0.07 -0.38 -0.23
H 1.071 -3.384 1.035 0.51 0.99 0.44
C -1.506 0.693 -0.647 -0.04 -0.47 1.97
C -1.328 -0.029 0.592 -1.00 1.40 -1.76
O -0.778 0.428 1.617 0.06 0.01 0.51
H -1.482 0.273 -1.605 -0.68 -1.43 -1.13
H -1.447 1.766 -0.775 0.58 0.31 0.82
H -1.886 -1.015 0.712 0.86 0.24 -0.55
H 1.392 -2.735 1.321 -0.52 -0.97 -0.44
```
Forces are in eV/Å.

As for the orbital gap: 0.235 Ha. Its charge is -1. The calculated total energy comes out at -7317.116 eV.

natural (NBO) population analysis, charges in e, atoms 1 to 6: 0.28 -0.59 0.10 0.16 -0.02 -0.85



Entry 2:
Formula: C62H68B2ClFN3O17S2
Source: the Open Molecules 2025 dataset
Level of theory: ωB97M-V/def2-TZVPD

```
156
Properties=species:S:1:pos:R:3:forces:R:3
C 4.137 3.249 6.174 -0.23 -0.30 0.20
C 2.919 3.938 5.545 -0.18 -0.28 -0.10
C 3.225 4.907 4.398 0.25 0.19 0.56
C 4.012 4.360 3.214 0.15 0.25 -0.60
N 3.292 3.463 2.284 -0.88 0.12 0.69
C 3.013 2.110 2.766 0.46 -0.40 0.01
C 3.221 1.141 1.602 -0.16 -0.13 0.16
C 2.975 -0.321 1.975 0.08 0.06 0.34
C 3.462 -1.277 0.867 -0.47 -0.01 0.02
C 4.279 -2.521 1.343 -0.53 1.18 -0.51
C 5.166 -2.981 0.171 0.07 -0.26 -0.37
C 6.365 -3.962 0.415 0.14 0.24 0.03
B 6.792 -4.161 1.933 -0.12 -0.13 0.25
O 6.961 -5.432 2.471 0.12 0.63 0.00
O 7.026 -3.050 2.693 -0.09 -0.28 -0.41
C 4.134 -3.723 -0.604 -0.92 -0.49 0.66
Cl 4.243 -4.014 -2.256 -0.04 -0.26 0.02
N 3.111 -4.133 0.092 0.98 0.54 -0.57
B 1.921 -4.923 -0.507 0.17 -0.14 0.18
N 0.738 -4.150 -0.787 0.31 -0.33 -0.20
O 2.131 -6.241 -0.728 -0.68 0.33 0.21
C 3.323 -3.694 1.522 0.17 -0.49 0.10
F 4.024 -4.801 2.046 -0.04 0.25 0.18
C 2.046 -3.469 2.320 -0.02 -0.03 0.10
C 1.701 -4.562 3.341 -0.36 0.20 -0.06
C 1.198 -5.874 2.723 0.21 -0.15 0.33
C 2.186 4.062 1.636 0.35 -0.21 -0.36
S 2.352 4.887 0.255 0.06 0.14 0.09
S 0.564 3.855 2.385 -0.03 0.13 0.13
C -0.214 2.702 1.228 -0.31 -0.04 -0.14
C -1.659 2.471 1.688 0.27 0.01 0.19
C -2.263 1.206 1.066 0.13 0.47 0.31
H 4.521 3.812 7.029 0.14 0.06 -0.25
H 3.839 2.273 6.573 0.04 0.12 -0.01
H 4.948 3.057 5.467 -0.01 0.13 0.09
H 2.389 4.469 6.341 0.01 -0.01 -0.22
H 2.207 3.179 5.196 0.12 0.12 0.02
H 3.827 5.732 4.808 -0.08 -0.06 -0.09
H 2.288 5.363 4.060 0.11 -0.02 -0.08
H 4.353 5.208 2.610 -0.03 -0.13 0.04
H 4.915 3.830 3.529 -0.11 0.03 0.02
H 2.006 1.997 3.186 0.09 0.08 -0.05
H 3.717 1.866 3.571 -0.03 0.11 -0.13
H 4.250 1.255 1.243 -0.15 0.09 -0.08
H 2.531 1.415 0.795 0.27 0.04 -0.08
H 3.493 -0.527 2.926 0.04 -0.03 -0.18
H 1.907 -0.467 2.184 0.16 -0.01 -0.10
H 4.084 -0.705 0.172 0.01 -0.08 0.11
H 2.583 -1.606 0.297 0.14 0.07 -0.10
H 4.783 -2.160 2.238 0.28 -0.81 0.05
H 5.493 -2.164 -0.477 0.06 0.13 0.39
H 7.232 -3.535 -0.103 -0.09 -0.15 0.00
H 6.185 -4.946 -0.030 -0.01 0.14 0.04
H 6.136 -5.824 2.755 -0.14 -0.36 -0.03
H 7.261 -3.306 3.589 0.17 0.05 0.22
H -0.079 -4.625 -0.413 -0.11 -0.11 -0.12
H 0.559 -4.104 -1.790 -0.03 0.34 0.03
H 2.248 -6.819 0.030 0.52 -0.22 0.01
H 2.144 -2.515 2.844 0.03 -0.15 -0.09
H 1.208 -3.338 1.626 0.32 0.03 0.11
H 0.892 -4.141 3.949 0.24 -0.07 -0.03
H 2.536 -4.730 4.024 -0.07 -0.05 -0.09
H 0.758 -5.704 1.735 -0.03 -0.08 0.07
H 1.993 -6.625 2.661 -0.04 0.14 -0.21
H 0.419 -6.322 3.347 0.07 0.05 -0.14
H 0.341 1.759 1.273 -0.08 0.06 -0.11
H -0.182 3.113 0.213 0.10 -0.09 0.16
H -1.657 2.369 2.781 0.00 0.02 -0.14
H -2.245 3.368 1.457 -0.02 -0.17 0.05
H -3.039 0.817 1.732 -0.12 0.00 -0.30
H -2.664 1.410 0.078 -0.10 -0.15 0.04
H -1.489 0.447 0.976 -0.05 -0.05 -0.04
C 0.687 5.695 10.753 -0.01 0.00 -0.01
C 1.167 4.872 9.825 -0.01 0.01 0.00
C 0.281 4.272 8.796 -0.01 0.01 0.01
O 0.721 3.521 7.950 -0.02 -0.03 0.04
C -1.160 4.625 8.837 0.00 0.01 0.01
C -1.642 5.448 9.764 0.02 0.00 0.00
C -0.757 6.049 10.797 0.01 -0.01 -0.01
O -1.194 6.799 11.640 0.00 0.00 0.00
H 1.310 6.145 11.515 -0.02 0.01 0.01
H 2.213 4.600 9.772 0.00 -0.01 -0.01
H -1.782 4.176 8.074 0.01 -0.01 -0.01
H -2.688 5.721 9.817 0.00 0.01 0.02
C -2.954 2.256 -3.237 -0.02 -0.02 -0.01
C -3.434 3.194 -4.047 -0.03 -0.04 -0.03
C -4.890 3.286 -4.336 0.02 0.04 0.05
O -5.328 4.144 -5.072 0.01 -0.03 0.01
C -5.786 2.295 -3.686 0.00 0.02 -0.02
C -5.305 1.358 -2.873 -0.02 0.14 0.00
C -3.853 1.270 -2.591 -0.08 0.13 -0.07
O -3.415 0.413 -1.851 0.14 -0.28 0.00
H -1.900 2.167 -3.008 0.00 0.00 0.02
H -2.801 3.931 -4.524 -0.02 0.02 0.01
H -6.841 2.382 -3.911 0.00 0.00 -0.02
H -5.941 0.627 -2.392 0.03 -0.03 -0.01
C -4.982 -1.511 -4.993 0.35 0.52 -0.17
C -4.252 -2.186 -5.876 0.02 0.19 -0.20
C -4.873 -2.827 -7.065 0.09 0.04 0.05
O -4.205 -3.445 -7.864 -0.01 -0.03 -0.01
C -6.343 -2.686 -7.229 0.03 0.03 -0.05
C -7.074 -2.011 -6.346 -0.05 0.10 -0.12
C -6.452 -1.367 -5.161 -0.13 0.46 -0.10
O -7.122 -0.755 -4.356 0.04 -0.07 -0.05
H -4.549 -1.050 -4.114 -0.07 -0.07 -0.02
H -3.181 -2.307 -5.777 0.00 -0.01 -0.01
H -6.773 -3.162 -8.101 0.01 -0.01 -0.01
H -8.146 -1.894 -6.442 -0.02 0.01 0.02
C -2.172 -4.406 2.056 0.08 0.15 -0.18
C -1.355 -3.380 2.294 -0.07 0.01 -0.11
C -1.055 -2.371 1.237 -0.32 0.00 -0.04
O -0.312 -1.437 1.444 0.28 -0.06 0.21
C -1.703 -2.539 -0.082 -0.10 0.07 -0.08
C -2.513 -3.563 -0.329 -0.08 -0.16 0.07
C -2.812 -4.576 0.716 -0.05 -0.01 0.07
O -3.552 -5.513 0.496 0.19 0.08 0.10
H -2.416 -5.152 2.801 -0.03 0.00 0.01
H -0.883 -3.218 3.255 -0.08 0.05 -0.02
H -1.478 -1.783 -0.825 -0.03 0.04 0.04
H -2.996 -3.702 -1.287 -0.07 0.05 0.03
C -6.731 -5.923 -1.838 -0.01 0.00 -0.04
C -5.921 -4.897 -1.593 -0.11 0.02 -0.08
C -5.617 -3.894 -2.642 -0.22 -0.23 0.00
O -4.871 -2.962 -2.418 0.18 0.13 0.05
C -6.248 -4.068 -3.972 -0.11 -0.13 -0.03
C -7.059 -5.093 -4.219 0.03 -0.01 0.08
C -7.366 -6.104 -3.170 0.00 -0.02 -0.02
O -8.104 -7.036 -3.395 0.02 0.02 0.01
H -6.967 -6.671 -1.091 -0.02 0.00 -0.01
H -5.448 -4.748 -0.633 0.00 -0.01 0.01
H -6.008 -3.318 -4.721 -0.17 -1.01 0.61
H -7.532 -5.245 -5.180 -0.03 -0.01 -0.02
C -1.588 9.188 -4.451 -0.01 -0.02 -0.01
C -1.605 8.195 -3.566 -0.01 0.00 0.00
C -2.523 7.041 -3.729 -0.02 0.00 -0.01
O -2.538 6.129 -2.927 0.03 -0.03 -0.01
C -3.421 7.032 -4.910 -0.05 0.00 -0.06
C -3.403 8.023 -5.797 0.05 0.03 0.04
C -2.485 9.181 -5.639 0.00 0.00 0.01
O -2.463 10.084 -6.444 0.00 -0.01 0.00
H -0.930 10.042 -4.358 -0.01 0.01 -0.02
H -0.961 8.176 -2.696 -0.01 -0.01 0.01
H -4.082 6.179 -5.007 -0.01 0.01 0.01
H -4.047 8.039 -6.668 0.00 0.02 0.00
C 4.679 -2.300 -5.709 0.00 0.03 0.00
C 5.023 -1.577 -4.649 0.00 0.04 -0.11
C 5.483 -0.171 -4.783 0.00 -0.02 0.02
O 5.793 0.468 -3.801 0.00 0.01 0.00
C 5.544 0.402 -6.149 0.00 0.00 0.01
C 5.200 -0.318 -7.214 -0.01 -0.02 0.01
C 4.739 -1.725 -7.082 0.01 0.00 0.03
O 4.421 -2.385 -8.044 0.00 0.01 -0.01
H 4.340 -3.328 -5.643 0.00 0.00 -0.03
H 4.991 -1.960 -3.639 0.05 0.08 -0.02
H 5.882 1.428 -6.221 0.00 0.00 0.01
H 5.236 0.076 -8.221 0.00 -0.01 -0.01
```
Forces are in eV/Å.

As for the orbital gap: 0.208 Ha. Its charge is +1. The calculated total energy comes out at -142928.118 eV.

Mulliken population analysis, charges in e, atoms 1 to 6: -1.43 0.33 -0.71 -1.00 0.28 -1.10



Entry 3:
Formula: C4H18N2O4
Source: the Open Molecules 2025 dataset
Level of theory: ωB97M-V/def2-TZVPD

```
28
Properties=species:S:1:pos:R:3:forces:R:3
C 1.470 1.814 -1.156 -2.43 0.63 -1.35
C 1.043 1.205 -2.548 0.42 1.54 -1.24
C -0.367 0.584 -2.456 0.16 2.91 -2.13
C -0.655 -0.570 -1.903 -1.96 -0.44 0.22
N -1.914 -1.113 -1.424 -0.03 2.20 -1.48
N 1.589 0.844 -0.118 -0.52 -1.34 1.14
H 0.628 2.604 -0.938 1.36 -1.36 -0.11
H 2.377 2.384 -1.192 0.53 0.28 -0.38
H 1.078 2.042 -3.358 -0.82 -0.77 1.65
H 1.806 0.644 -3.089 0.20 -1.08 0.93
H -1.034 1.301 -3.019 -0.19 -1.06 1.41
H 0.191 -1.169 -1.787 0.98 -1.36 0.89
H -2.767 -0.608 -1.807 1.55 -1.34 0.48
H -1.959 -2.114 -1.351 -0.15 -0.10 -0.37
H 1.274 -0.127 -0.254 -0.05 1.00 -0.45
H 2.517 0.751 0.224 0.79 0.17 0.20
H 1.179 1.291 3.628 -3.17 5.80 -0.14
H 1.655 0.167 2.666 -0.15 0.57 -1.06
O 1.575 0.525 3.535 3.52 -6.29 1.02
H -1.404 -0.640 2.227 -0.05 0.72 -0.60
H -0.053 -0.719 2.968 1.39 0.64 -0.01
O -0.946 -0.984 2.984 -1.39 -1.56 1.23
H -0.024 -3.030 0.826 -0.62 0.97 0.16
H -0.267 -1.459 0.254 0.00 -1.73 1.00
O 0.308 -2.259 0.349 0.62 0.71 -0.85
H -2.309 -0.182 0.235 0.52 0.46 0.19
H -1.368 1.035 0.501 -0.11 -0.26 0.04
O -1.962 0.408 0.938 -0.40 0.10 -0.41
```
Forces are in eV/Å.

As for the orbital gap: 0.355 Ha. The calculated total energy comes out at -15608.120 eV.

natural (NBO) population analysis, charges in e, atoms 1 to 6: -0.20 -0.45 -0.28 -0.05 -0.88 -0.88



Entry 4:
Formula: C36H60GeN4PTi
Source: the Open Molecules 2025 dataset
Level of theory: ωB97M-V/def2-TZVPD

```
103
Properties=species:S:1:pos:R:3:forces:R:3
Ti 0.397 0.588 -0.903 0.25 -0.07 -0.11
C 1.745 -3.299 -0.906 -0.01 0.00 -0.02
C 0.620 -3.292 -1.965 0.00 -0.06 0.03
C 0.494 -2.030 -2.807 0.09 0.03 0.01
N -0.208 -0.876 -2.219 -0.03 0.29 0.17
C -1.494 -0.698 -2.632 -0.18 -0.07 0.06
C -2.272 -1.782 -3.059 0.09 0.01 -0.05
C -3.535 -1.866 -3.629 -0.01 0.00 0.01
C -4.384 -0.855 -4.030 -0.01 -0.02 -0.01
C -4.148 0.500 -3.871 -0.01 0.02 -0.01
C -3.121 1.146 -3.206 -0.06 0.00 0.14
C -1.991 0.671 -2.518 0.00 0.01 -0.21
N -1.186 1.497 -1.826 0.15 -0.12 0.20
C -1.571 2.901 -1.724 0.03 0.00 -0.09
C -0.627 3.690 -0.843 -0.01 0.02 -0.02
C -0.588 3.209 0.590 0.05 0.04 0.04
N 0.151 1.951 0.744 -0.15 -0.16 -0.10
C 0.465 1.594 1.973 -0.06 0.00 -0.01
C -0.020 2.314 3.121 0.03 0.06 -0.02
C 0.439 2.358 4.399 -0.04 0.02 -0.01
C 1.553 1.705 4.977 0.03 -0.01 0.02
C 2.262 0.699 4.408 0.01 0.01 0.01
C 2.030 0.049 3.167 0.02 -0.06 -0.03
C 1.216 0.359 2.117 0.03 0.05 0.07
N 1.076 -0.518 0.991 -0.07 0.03 -0.10
C 2.261 -1.407 0.816 -0.01 -0.03 -0.01
C 2.444 -1.964 -0.588 -0.01 -0.04 0.05
H 2.509 -4.002 -1.234 0.02 0.02 -0.04
H 1.362 -3.720 0.026 0.01 -0.02 -0.01
H -0.342 -3.520 -1.501 0.01 0.04 0.00
H 0.809 -4.109 -2.664 -0.02 -0.03 0.03
H 0.003 -2.281 -3.747 -0.02 0.00 -0.05
H 1.493 -1.699 -3.104 -0.03 0.01 0.02
H -1.807 -2.747 -2.909 0.01 0.00 0.00
H -3.877 -2.877 -3.816 -0.01 0.00 -0.01
H -5.304 -1.144 -4.522 0.02 0.01 0.01
H -4.894 1.161 -4.297 0.00 -0.01 0.00
H -3.229 2.221 -3.205 0.01 0.00 0.00
H -2.586 2.990 -1.320 -0.03 -0.02 0.04
H -1.589 3.363 -2.717 0.00 -0.01 -0.03
H -0.956 4.730 -0.840 -0.02 0.00 -0.01
H 0.380 3.690 -1.260 0.01 -0.04 -0.01
H -1.614 3.083 0.957 -0.02 0.01 0.00
H -0.119 3.979 1.207 0.02 0.00 0.03
H -0.875 2.946 2.926 -0.01 0.00 0.00
H -0.110 3.019 5.061 0.01 -0.01 0.00
H 1.829 2.008 5.979 0.00 0.00 -0.01
H 3.063 0.271 4.999 -0.01 0.00 -0.01
H 2.609 -0.859 3.061 -0.02 0.02 0.01
H 2.245 -2.238 1.530 -0.01 -0.02 0.00
H 3.136 -0.806 1.064 0.04 0.03 0.00
H 3.520 -2.101 -0.714 0.03 -0.01 0.01
H 2.199 -1.185 -1.319 -0.03 0.02 -0.04
C -4.932 -3.129 1.315 0.01 -0.02 0.02
C -3.730 -2.317 1.782 -0.03 -0.03 0.00
C -3.336 -1.239 0.779 0.02 -0.08 -0.06
C -2.112 -0.420 1.203 -0.01 0.05 0.01
Ge -0.567 -1.604 1.435 -0.08 0.04 0.09
C -0.267 -2.288 3.242 0.03 0.04 -0.09
C -0.857 -1.397 4.336 -0.03 0.03 0.01
C -0.428 -1.829 5.733 -0.01 -0.03 0.02
C -0.998 -0.920 6.813 -0.02 0.02 0.01
H -5.219 -3.876 2.054 0.01 0.01 -0.01
H -4.712 -3.651 0.381 0.00 0.01 0.01
H -5.795 -2.484 1.142 0.01 0.01 0.01
H -2.884 -2.998 1.957 -0.01 0.01 -0.02
H -3.947 -1.851 2.748 0.00 0.01 -0.01
H -4.184 -0.565 0.627 0.00 0.01 0.00
H -3.138 -1.703 -0.197 -0.03 0.01 0.07
H -2.299 0.098 2.149 0.01 -0.01 -0.01
H -1.929 0.359 0.457 0.07 -0.02 0.01
H -0.560 -2.654 0.330 0.01 -0.02 0.03
H 0.808 -2.416 3.402 0.00 0.01 -0.05
H -0.690 -3.295 3.292 -0.03 0.02 -0.04
H -1.949 -1.406 4.270 0.00 -0.02 0.00
H -0.557 -0.354 4.185 -0.01 -0.02 0.00
H 0.666 -1.833 5.784 -0.01 0.01 0.01
H -0.742 -2.862 5.906 0.00 0.02 0.00
H -0.669 0.113 6.668 0.00 -0.02 0.00
H -0.685 -1.231 7.809 0.00 -0.01 -0.02
H -2.090 -0.924 6.793 0.02 -0.01 0.00
C 5.303 1.811 -1.533 0.03 0.01 -0.04
C 3.913 1.533 -0.963 -0.03 0.07 0.01
P 2.515 1.581 -2.150 0.00 -0.02 -0.07
C 2.522 3.320 -2.725 0.02 -0.03 0.02
C 1.531 3.644 -3.843 -0.03 0.01 0.06
C 3.075 0.580 -3.580 0.04 0.05 0.01
C 2.054 0.434 -4.713 -0.01 -0.03 0.02
H 6.039 1.826 -0.730 -0.01 0.00 0.00
H 5.352 2.777 -2.035 0.01 -0.02 0.02
H 5.608 1.043 -2.243 -0.01 0.01 0.02
H 3.661 2.264 -0.188 0.00 0.01 0.02
H 3.893 0.558 -0.473 0.02 -0.07 -0.01
H 3.540 3.554 -3.041 0.01 -0.02 -0.02
H 2.338 3.930 -1.837 -0.01 0.01 -0.02
H 1.894 3.297 -4.807 0.02 0.03 0.01
H 1.386 4.721 -3.920 0.00 0.00 0.02
H 0.558 3.180 -3.673 -0.04 0.00 0.02
H 3.360 -0.396 -3.175 -0.03 -0.02 0.00
H 4.000 1.026 -3.952 -0.01 0.01 -0.01
H 1.041 0.278 -4.336 0.02 -0.01 0.00
H 2.314 -0.415 -5.345 0.01 0.00 0.01
H 2.041 1.315 -5.349 -0.01 -0.03 0.00
```
Forces are in eV/Å.

Its expectation value of S² is 0.7558. As for the orbital gap (alpha / beta): 0.258 / 0.262 Ha. Its charge is +2. As for the spin multiplicity: 2. The calculated total energy comes out at -133174.313 eV.

Mulliken population analysis, charges in e, atoms 1 to 6: -1.38 -1.42 -0.58 -1.78 1.58 0.80



Entry 5:
Formula: C4H7N
Source: the Open Molecules 2025 dataset
Level of theory: ωB97M-V/def2-TZVPD

```
12
Properties=species:S:1:pos:R:3:forces:R:3
C 0.899 0.170 -1.255 0.05 0.07 -0.09
C -0.060 -0.697 -0.439 -0.19 0.35 0.09
C -0.143 -0.144 0.998 -0.01 2.09 -0.04
C -1.366 0.251 1.616 -2.12 -0.28 1.06
N -2.214 0.944 2.021 -0.38 -1.14 0.21
H 0.983 -0.167 -2.292 -0.03 -0.01 0.14
H 0.546 1.206 -1.258 0.08 -0.12 -0.06
H 1.902 0.162 -0.813 -0.15 0.00 -0.07
H -1.055 -0.700 -0.897 0.09 0.11 0.09
H 0.283 -1.747 -0.479 -0.14 0.44 0.48
H 0.687 -0.444 1.655 -0.60 0.40 -0.07
H -0.460 1.164 1.145 3.39 -1.92 -1.72
```
Forces are in eV/Å.

As for the orbital gap: 0.378 Ha. The calculated total energy comes out at -5748.678 eV.

natural (NBO) population analysis, charges in e, atoms 1 to 6: -0.60 -0.41 -0.47 0.15 -0.36 0.21